[1]
{"formula": "C24H76BO12S12", "method": "ωB97M-V/def2-TZVPD", "largest_force_ha_per_bohr": 0.0852, "e_above_lowest_kj_mol": 0.0, "gap_ev": 7.823, "charge": -1, "multiplicity": 1, "species": ["S", "S", "S", "S", "S", "S", "S", "S", "S", "S", "S", "S", "O", "O", "O", "O", "O", "O", "O", "O", "O", "O", "O", "O", "C", "C", "C", "C", "C", "C", "C", "C", "C", "C", "C", "C", "C", "C", "C", "C", "C", "C", "C", "C", "C", "C", "C", "C", "B", "H", "H", "H", "H", "H", "H", "H", "H", "H", "H", "H", "H", "H", "H", "H", "H", "H", "H", "H", "H", "H", "H", "H", "H", "H", "H", "H", "H", "H", "H", "H", "H", "H", "H", "H", "H", "H", "H", "H", "H", "H", "H", "H", "H", "H", "H", "H", "H", "H", "H", "H", "H", "H", "H", "H", "H", "H", "H", "H", "H", "H", "H", "H", "H", "H", "H", "H", "H", "H", "H", "H", "H", "H", "H", "H", "H"], "coordinates": [[-4.108, 2.657, 3.371], [-0.064, -5.149, -1.979], [-3.612, 3.261, -2.765], [0.634, 3.759, -3.494], [0.567, 1.637, 4.771], [3.027, -4.152, 2.616], [4.876, 1.392, 1.965], [-0.662, 0.710, -6.832], [-0.969, -4.298, 3.588], [1.409, 4.915, 1.050], [3.293, -0.938, -2.390], [-3.709, -1.640, -2.422], [1.748, 1.501, 5.751], [0.412, 3.210, -4.891], [1.201, -4.523, -2.611], [5.516, 0.014, 1.736], [2.492, 4.625, -0.004], [-4.197, -0.519, -3.339], [3.216, -0.614, -3.915], [-0.409, -3.529, 4.737], [3.536, -5.555, 2.354], [-5.567, 2.708, 3.691], [-4.574, 3.815, -1.707], [-1.048, -0.366, -7.914], [-4.034, -1.267, -0.667], [1.678, 2.405, -2.741], [0.360, -6.919, -1.577], [-0.910, 1.385, 5.833], [3.380, 1.276, 0.866], [-1.524, -3.011, 2.350], [-3.625, 0.913, 2.975], [0.100, 5.954, 0.208], [-2.685, -4.893, 3.907], [0.118, -0.118, -5.344], [4.221, -2.515, -2.469], [-3.948, 3.330, 1.599], [3.280, -3.792, 4.442], [-2.282, 2.330, -1.930], [4.400, -3.153, 2.009], [-2.254, 1.196, -6.026], [0.486, -0.032, 3.956], [0.320, 3.370, 1.046], [-2.652, 4.712, -3.541], [1.977, 5.007, -3.595], [1.714, -1.436, -1.623], [-1.966, -1.690, -2.675], [4.160, 1.480, 3.675], [-0.071, -4.587, -0.219], [-0.713, -0.019, 0.664], [2.266, 2.780, -1.904], [1.578, 5.933, -4.008], [-1.153, -0.391, 1.577], [-1.741, -2.323, -3.533], [-4.453, 4.295, 1.642], [0.793, 2.758, 1.815], [5.054, 1.495, 4.299], [-3.321, -4.007, 3.887], [-2.192, -2.296, 2.831], [-1.437, -2.114, -1.821], [-5.087, -1.078, -0.461], [-3.101, 1.282, -6.706], [2.602, 4.424, -4.271], [-2.653, 1.373, -1.563], [1.219, -6.849, -0.911], [0.356, 0.097, 0.747], [1.891, -1.802, -0.612], [-1.599, -0.670, -2.795], [-0.504, -0.265, 3.564], [3.684, 0.921, -0.118], [-1.929, 2.925, -1.088], [2.335, 1.951, -3.484], [-3.837, 0.214, 3.784], [2.409, 5.212, -2.616], [1.001, -0.620, -1.511], [0.030, 5.656, -0.838], [1.140, -0.317, -5.664], [5.274, -3.359, 2.626], [-4.461, 2.715, 0.860], [4.255, -2.087, 2.186], [0.830, -0.868, 4.565], [-1.917, 5.139, -2.859], [0.957, 1.657, -2.410], [2.465, -4.219, 5.026], [0.373, -7.425, -2.543], [-2.032, -3.424, 1.479], [-1.746, 1.181, 5.164], [0.945, -4.710, 0.158], [-3.360, 5.531, -3.662], [-1.139, 0.947, 0.444], [-2.682, -5.437, 4.852], [4.638, -3.372, 0.968], [-0.871, 5.958, 0.702], [0.270, 2.878, 0.075], [-0.536, -7.365, -1.144], [-2.234, 2.069, -5.373], [-2.999, -5.516, 3.070], [3.580, 2.315, 4.067], [4.525, -2.982, -1.532], [3.611, 0.554, 3.850], [1.308, -2.283, -2.177], [0.477, 6.975, 0.148], [3.287, -2.703, 4.494], [-0.607, -2.499, 2.057], [2.704, 0.563, 1.337], [-1.013, 2.293, 6.427], [-3.764, -2.069, 0.021], [-2.876, 3.410, 1.419], [0.232, 0.612, -4.543], [2.800, 2.192, 0.757], [1.197, 0.099, 3.140], [5.095, -2.352, -3.100], [-0.895, -0.726, -0.131], [-2.616, 0.379, -5.401], [3.590, -3.185, -3.053], [-0.753, 0.532, 6.494], [4.239, -4.148, 4.817], [-0.516, -0.998, -5.236], [-2.274, 4.360, -4.501], [-3.995, 0.509, 2.033], [-2.536, 0.886, 2.924], [-1.465, 2.120, -2.620], [-3.478, -0.412, -0.282], [-0.315, -3.527, -0.156], [-0.662, 3.529, 1.491], [-0.799, -5.176, 0.340]]}

[2]
{"formula": "C24H76N20O12", "method": "ωB97M-V/def2-TZVPD", "smiles": "COC[C@H](C)N.COC[C@H](C)N.COC[C@H](C)N.COC[C@H](C)N.NC(N)=O.NC(N)=O.NC(N)=O.NC(N)=O.NC(N)=O.NC(N)=O.NC(N)=O.NC(N)=O", "largest_force_ha_per_bohr": 0.1606, "e_above_lowest_kj_mol": 968.2, "gap_ev": 8.884, "multiplicity": 1, "species": ["O", "O", "O", "O", "O", "O", "O", "O", "O", "O", "O", "O", "N", "N", "N", "N", "N", "N", "N", "N", "N", "N", "N", "N", "N", "N", "N", "N", "N", "N", "N", "N", "C", "C", "C", "C", "C", "C", "C", "C", "C", "C", "C", "C", "C", "C", "C", "C", "C", "C", "C", "C", "C", "C", "C", "C", "H", "H", "H", "H", "H", "H", "H", "H", "H", "H", "H", "H", "H", "H", "H", "H", "H", "H", "H", "H", "H", "H", "H", "H", "H", "H", "H", "H", "H", "H", "H", "H", "H", "H", "H", "H", "H", "H", "H", "H", "H", "H", "H", "H", "H", "H", "H", "H", "H", "H", "H", "H", "H", "H", "H", "H", "H", "H", "H", "H", "H", "H", "H", "H", "H", "H", "H", "H", "H", "H", "H", "H", "H", "H", "H", "H"], "coordinates": [[-1.745, -7.726, -4.099], [-1.121, -2.740, 7.656], [6.709, -3.113, -3.788], [4.553, -3.055, 5.726], [7.172, 2.462, -7.552], [-1.117, 7.895, -0.731], [-1.748, 8.571, 5.160], [-8.102, 4.870, -0.575], [0.572, -9.101, 4.949], [-6.453, 1.509, 6.552], [1.111, -0.452, -1.005], [-4.558, 2.435, -8.880], [-1.148, 2.349, -1.480], [-1.265, -4.408, 6.219], [0.197, 7.664, 4.476], [-2.344, -9.436, -5.484], [-3.056, 8.994, -0.824], [5.016, -3.487, -2.466], [-3.041, -9.493, -3.566], [-4.094, 2.989, -6.755], [-5.955, 0.398, 2.954], [4.324, -0.956, 6.494], [5.209, -1.522, -3.357], [-0.163, -4.733, 8.151], [-4.004, 0.937, -7.384], [8.923, 4.978, -7.278], [-8.497, 6.443, -2.051], [-0.199, 8.227, 6.646], [-7.088, 4.856, -2.603], [3.930, -1.298, 4.454], [-1.606, 9.199, -2.433], [1.792, -7.297, 3.101], [9.433, 3.634, -7.257], [10.779, 3.650, -6.451], [-5.610, 0.912, 4.347], [1.461, -9.533, 3.871], [-6.875, 1.218, 5.162], [-2.295, -8.774, -4.365], [5.694, -2.739, -3.182], [-0.193, 1.377, -1.974], [8.304, 2.752, -6.621], [6.213, 3.395, -7.907], [-0.666, 8.137, 5.420], [4.273, -1.858, 5.559], [-1.911, 8.685, -1.283], [0.709, 0.907, -0.780], [0.573, 2.020, -3.172], [-4.679, 2.152, 4.198], [1.684, -8.898, 1.323], [0.672, -9.835, 6.134], [-7.882, 5.299, -1.675], [0.163, -1.371, -0.498], [1.182, -8.538, 2.784], [-4.186, 2.154, -7.758], [-7.446, 1.242, 7.418], [-0.863, -3.907, 7.318], [1.095, -10.471, 3.455], [-6.696, 5.532, -3.244], [-5.254, 2.851, 3.592], [10.682, 4.072, -5.451], [5.679, -0.773, -3.845], [-3.191, -10.488, -3.652], [0.777, 7.987, 6.744], [9.689, 5.588, -7.032], [-0.140, -5.701, 7.865], [-0.109, 7.507, 3.526], [-3.731, 9.504, -1.376], [-0.856, -1.050, -0.716], [6.479, 4.086, -8.707], [1.551, 1.598, -0.744], [11.197, 2.643, -6.455], [1.073, -9.716, 0.940], [-5.038, 0.154, 4.882], [-6.207, -0.564, 2.781], [8.026, 3.135, -5.639], [0.347, -2.408, -0.777], [4.299, -1.343, -2.959], [1.585, -8.172, 0.516], [4.309, -0.007, 6.149], [-3.719, 1.865, 3.769], [-3.667, 0.805, -6.441], [-8.331, 1.847, 7.221], [11.589, 4.254, -6.859], [-4.199, 0.087, -7.894], [-7.418, 2.022, 4.665], [1.056, 7.210, 4.751], [-8.315, 6.771, -2.989], [-0.059, 2.364, -3.991], [4.313, -0.414, 4.150], [-2.409, 9.669, -2.826], [1.074, 1.234, -3.736], [-6.875, 0.790, 2.817], [-0.119, -4.442, 9.118], [-0.652, 0.450, -2.317], [-1.741, -9.211, -6.263], [8.718, 5.188, -8.244], [-7.084, 1.391, 8.435], [-3.292, -9.017, -2.712], [1.442, -7.045, 4.015], [0.303, 1.199, 0.189], [-4.323, 2.678, 5.084], [-2.967, -10.214, -5.644], [-0.246, -9.629, 6.684], [2.687, -9.325, 1.310], [-3.851, 3.942, -6.984], [-0.746, 3.266, -1.344], [1.489, -9.467, 6.755], [0.182, -8.142, 2.603], [3.664, -1.977, 3.756], [-9.057, 6.963, -1.391], [0.829, -10.887, 5.895], [5.401, 2.747, -8.238], [5.874, 3.960, -7.038], [-1.114, -5.329, 5.834], [0.171, -1.322, 0.591], [-1.616, -3.677, 5.617], [1.148, 2.918, -2.946], [-1.740, 2.058, -0.716], [2.531, -9.703, 3.990], [-6.488, 4.108, -2.285], [-0.777, 8.521, 7.420], [-0.699, 8.999, -2.828], [-3.164, 8.668, 0.126], [5.288, -4.459, -2.419], [-7.507, 0.331, 5.117], [-3.840, 2.604, -5.856], [9.664, 3.197, -8.229], [2.773, -7.518, 3.192], [-7.759, 0.202, 7.327], [4.238, -3.097, -1.955], [8.719, 1.758, -6.455], [4.317, -1.196, 7.475]]}

[3]
{"formula": "C24H76N2O21", "method": "ωB97M-V/def2-TZVPD", "largest_force_ha_per_bohr": 0.0897, "gap_ev": [7.548, 2.051], "charge": 1, "s_squared": 0.755, "multiplicity": 2, "species": ["O", "O", "O", "O", "O", "O", "O", "O", "O", "O", "O", "O", "O", "O", "O", "O", "O", "O", "O", "O", "O", "N", "N", "C", "C", "C", "C", "C", "C", "C", "C", "C", "C", "C", "C", "C", "C", "C", "C", "C", "C", "C", "C", "C", "C", "C", "C", "H", "H", "H", "H", "H", "H", "H", "H", "H", "H", "H", "H", "H", "H", "H", "H", "H", "H", "H", "H", "H", "H", "H", "H", "H", "H", "H", "H", "H", "H", "H", "H", "H", "H", "H", "H", "H", "H", "H", "H", "H", "H", "H", "H", "H", "H", "H", "H", "H", "H", "H", "H", "H", "H", "H", "H", "H", "H", "H", "H", "H", "H", "H", "H", "H", "H", "H", "H", "H", "H", "H", "H", "H", "H", "H", "H"], "coordinates": [[1.686, 3.978, 3.212], [-5.747, 3.679, -1.067], [5.426, 0.271, 0.470], [-1.498, 5.869, -0.430], [3.530, 6.604, -3.989], [-7.761, -2.569, 6.432], [-2.844, 4.346, -2.795], [-0.048, 2.914, -1.238], [1.672, 1.604, -5.157], [4.705, 0.788, -2.376], [2.327, 3.841, -3.955], [-2.312, 0.069, -1.193], [2.128, -3.151, -0.836], [0.253, -0.862, -5.508], [2.391, 0.576, 3.530], [-3.116, 2.838, -0.445], [-3.174, 0.297, 3.732], [4.724, -1.623, 5.302], [6.486, 2.971, -4.868], [2.476, 2.279, -1.026], [0.957, -8.753, -1.127], [0.422, -5.916, -1.312], [-4.692, -2.307, 4.542], [1.729, -6.404, -0.925], [-6.138, -2.524, 4.783], [0.256, 1.862, -0.348], [2.463, -2.039, 0.002], [-6.353, -2.843, 6.301], [5.076, 1.483, -3.565], [1.923, 4.938, -3.188], [-8.354, -2.771, 7.723], [1.352, -0.624, -4.710], [2.880, -0.366, 4.497], [0.768, -3.482, -0.804], [1.331, 0.733, -4.137], [-4.248, 4.808, -2.805], [1.718, -7.842, -0.347], [-1.927, 0.071, 2.976], [1.666, 2.177, 0.087], [-5.295, 3.586, -2.426], [0.467, -4.596, -1.833], [6.339, 2.321, -3.589], [1.351, -10.085, -1.039], [2.934, 6.132, -2.798], [4.415, -0.372, 4.689], [-4.288, -0.425, 3.016], [-4.373, -1.994, 3.152], [-7.838, -2.126, 8.435], [-6.813, -1.713, 4.509], [3.510, -1.752, -0.096], [-0.691, 6.284, -0.124], [6.094, 3.017, -2.787], [-0.997, 3.059, -1.222], [-3.353, -2.333, 2.974], [2.070, 1.382, 0.713], [2.090, 1.333, 4.039], [-6.271, -3.906, 6.527], [-5.273, -0.065, 3.313], [2.003, 2.889, -1.597], [1.314, 5.458, -3.927], [-3.104, 0.543, -0.941], [4.942, -0.188, 3.753], [2.220, -2.304, 1.031], [5.203, 0.697, -0.358], [1.234, -4.422, -2.588], [4.256, 2.192, -3.677], [-4.355, 5.667, -2.143], [0.299, -2.590, -1.218], [-2.571, 4.026, -1.932], [-1.186, 0.594, 3.580], [-0.394, 1.976, 0.520], [-1.935, 0.460, 1.958], [1.450, -1.309, -3.868], [7.229, 1.815, -3.215], [1.999, 0.804, -3.279], [1.970, -1.193, -0.476], [1.365, -10.468, -0.019], [-4.416, -1.477, 5.047], [-6.491, -3.424, 4.278], [0.048, -0.064, -6.001], [1.411, -7.944, 0.694], [-4.917, 2.574, -2.568], [0.872, 4.386, 2.914], [2.322, -6.376, -1.839], [2.357, -10.225, -1.432], [-1.861, 6.488, -1.064], [1.996, -5.719, -0.120], [2.381, -0.275, 5.462], [-4.575, 5.303, -3.719], [0.351, 0.967, -3.720], [1.796, 2.532, -4.944], [2.601, -1.290, 3.990], [4.775, 0.597, 1.091], [2.727, -8.253, -0.350], [1.177, 4.636, -2.453], [-6.185, 3.632, -3.054], [-0.523, -4.274, -2.156], [-4.053, 2.921, -0.625], [2.306, 6.905, -2.355], [0.717, -10.714, -1.664], [5.183, 0.790, -4.400], [-3.060, 2.769, 0.508], [-5.601, -2.420, 6.966], [0.220, -6.364, -2.195], [-2.255, 0.185, -2.142], [-1.666, -0.893, 2.541], [2.312, -0.755, -5.209], [-0.004, 0.851, -0.663], [1.667, 3.051, 0.739], [-9.392, -2.443, 7.672], [-6.440, 4.339, -0.993], [0.510, -3.798, 0.207], [-8.164, -3.800, 8.028], [3.628, 5.902, -1.989], [2.789, 4.201, -4.716], [7.315, 2.611, -5.194], [4.688, 0.358, 5.452], [2.268, 4.714, 3.401], [-4.140, -0.268, 1.947], [4.391, -1.751, 6.193], [-5.025, -2.538, 2.467], [3.873, 1.207, -2.143], [3.933, 5.828, -4.384]]}